(1)
{
  "formula": "C24H27GeN3O4Sc",
  "method": "ωB97M-V/def2-TZVPD",
  "symbols": ["O", "C", "C", "H", "O", "C", "H", "C", "C", "C", "H", "C", "Ge", "O", "H", "C", "C", "H", "C", "C", "C", "H", "H", "C", "C", "H", "Sc", "H", "H", "C", "H", "N", "C", "H", "H", "H", "H", "H", "H", "C", "H", "C", "N", "C", "C", "H", "H", "O", "C", "C", "H", "H", "H", "N", "H", "H", "C", "C", "H", "H"],
  "positions_angstrom": [[-1.292227, -1.521325, -1.076681], [3.454637, 3.281968, -2.361822], [1.307633, 3.392335, 1.847531], [2.443265, -0.739730, -1.668111], [1.364696, -2.413773, 3.326824], [2.128129, 2.227397, 5.282746], [-2.540922, 0.491236, -0.222391], [0.637156, -1.740634, 2.628362], [-1.660243, 1.100232, 2.396883], [1.642427, 3.026699, 4.220330], [5.198042, 4.490374, -2.675298], [1.808362, 2.580378, 2.889782], [2.646676, 0.572306, 0.842035], [0.570043, -1.873355, 1.319903], [3.103577, 0.421840, 5.846292], [4.714073, 3.760766, -2.039836], [3.461098, 1.877279, -0.396744], [0.324291, 5.194139, 1.295627], [-0.250609, -0.630458, 3.195172], [1.351460, -0.742605, -1.666298], [0.985789, 4.254214, 4.466487], [-1.867815, 1.809762, -0.890111], [1.180550, -2.829145, -1.079037], [2.898458, 0.587160, 3.707341], [2.458208, 1.334582, 2.642107], [0.853891, 4.572804, 5.491163], [0.020923, -0.347236, 0.233568], [1.855555, 1.972653, -1.814048], [6.332640, 3.672159, -0.639330], [0.851603, -2.178672, -1.904551], [-1.452215, 2.836649, 1.161896], [-0.704481, 0.211620, 2.114997], [5.350766, 3.301123, -0.899345], [1.440687, 3.075170, 0.820065], [0.337157, -0.076078, 3.938463], [4.762344, -0.732806, 1.348125], [-2.301292, -3.034450, -2.734369], [-1.085216, -1.089773, 3.742836], [-3.118460, 2.235922, 1.268810], [-2.069656, 1.934605, 1.165249], [3.941279, -1.425961, -0.054797], [3.790712, -1.023988, 0.944711], [-1.811042, 1.189032, -0.085932], [0.519403, 5.018136, 3.437074], [2.838898, 2.347623, -1.544909], [5.235081, 2.030167, 0.808892], [1.031551, -0.101535, -2.502013], [-2.192067, 1.304467, 3.482418], [4.726885, 2.368479, -0.086564], [-0.649134, -2.216314, -1.885414], [2.951919, 3.636152, -3.251639], [-0.790870, -3.551220, -3.425001], [3.352291, -1.793707, 1.574827], [-1.296697, -2.972550, -2.777435], [0.018290, 5.954822, 3.634946], [1.215582, -2.635961, -2.837973], [2.746070, 1.037532, 5.032531], [0.686980, 4.580944, 2.110912], [1.989388, 2.576227, 6.297820], [3.348167, -0.384336, 3.547210]],
  "atomic_forces_ev_per_a": [[0.0, 0.1, 0.2], [0.0, 0.1, -0.1], [0.0, 0.1, -0.1], [-0.1, 0.0, -0.1], [-0.2, 0.1, 0.0], [0.1, -0.1, 0.0], [0.0, 0.1, 0.0], [0.2, -0.1, 0.6], [-0.3, 0.4, -0.1], [0.0, 0.0, 0.0], [0.0, 0.0, 0.0], [0.0, 0.0, 0.0], [0.7, 0.1, -0.1], [0.1, -0.2, -0.2], [0.0, 0.0, 0.0], [0.0, 0.1, -0.1], [0.0, -0.2, 0.3], [0.0, 0.0, 0.0], [0.1, -0.2, 0.4], [0.1, 0.2, 0.1], [0.0, 0.0, 0.0], [0.1, -0.1, 0.1], [-0.1, 0.0, -0.1], [0.1, -0.1, -0.2], [0.0, -0.1, -0.1], [0.0, 0.0, 0.1], [-1.1, 0.0, -0.6], [0.0, 0.0, 0.0], [0.0, 0.0, 0.0], [0.1, -0.2, -0.1], [-0.1, -0.1, 0.0], [0.1, -0.2, 0.0], [0.1, 0.0, 0.0], [0.0, 0.0, 0.0], [-0.1, -0.1, -0.1], [0.0, 0.0, 0.0], [0.0, 0.0, 0.0], [0.1, 0.1, -0.1], [0.2, -0.1, 0.0], [-0.1, 0.0, 0.3], [0.0, 0.0, 0.0], [-0.1, 0.2, 0.0], [0.2, -0.1, -0.1], [0.0, 0.0, 0.1], [-0.3, -0.1, -0.1], [0.0, 0.0, 0.0], [0.0, -0.1, 0.1], [0.0, 0.0, -0.2], [0.0, 0.0, 0.1], [0.1, -0.1, -0.4], [0.0, 0.0, 0.0], [0.0, 0.0, 0.0], [-0.1, 0.0, 0.1], [0.1, 0.0, 0.1], [0.0, 0.0, 0.0], [0.0, 0.1, 0.1], [-0.1, 0.1, 0.2], [0.0, 0.0, -0.1], [0.0, 0.0, 0.0], [0.0, 0.0, 0.0]],
  "nbo_charge": [-0.703, -0.214, -0.217, 0.220, -0.623, -0.157, 0.392, 0.798, 0.655, -0.086, 0.213, 0.022, 1.219, -0.838, 0.220, -0.208, -0.467, 0.209, -0.344, -0.915, -0.161, 0.387, 0.265, -0.196, -0.446, 0.210, 1.733, 0.208, 0.213, -0.526, 0.221, -0.809, -0.227, 0.213, 0.227, 0.230, 0.412, 0.228, 0.206, -0.309, 0.233, -1.075, -0.868, -0.221, -0.210, 0.200, 0.200, -0.648, -0.144, 0.729, 0.210, 0.410, 0.263, -0.769, 0.214, 0.203, -0.220, -0.204, 0.211, 0.228],
  "homo_ev": [-7.4, -8.1],
  "spin_multiplicity": 2,
  "total_charge": 0,
  "lumo_ev": [-0.144, -1.438],
  "s2": 0.755
}

***

(2)
{
  "formula": "C24H27N3O2S",
  "method": "ωB97M-V/def2-TZVPD",
  "symbols": ["H", "C", "H", "S", "C", "H", "C", "H", "C", "H", "H", "C", "C", "N", "H", "N", "H", "O", "C", "H", "C", "C", "C", "C", "C", "H", "C", "C", "H", "C", "C", "H", "H", "H", "H", "H", "H", "H", "C", "H", "C", "C", "H", "C", "C", "C", "N", "H", "O", "H", "H", "H", "C", "C", "H", "H", "H"],
  "positions_angstrom": [[2.974339, -3.971008, 1.276288], [-0.487885, 5.123144, -0.189913], [1.558840, 4.557062, 0.017679], [-0.934450, -1.470660, 0.459037], [5.082830, -1.775163, -0.947643], [3.560673, -1.625977, 2.000193], [-4.715825, -0.786217, -0.790361], [6.244004, -0.190700, 0.760519], [4.090029, -2.113760, 1.178640], [-5.183231, -0.339010, -1.653053], [5.426720, 1.172009, -1.141694], [-2.712012, -1.393857, 0.363012], [-3.334074, -0.837752, -0.739762], [4.416749, -1.121170, 0.167137], [-0.270932, 6.177250, -0.278477], [-1.439808, 1.114874, 0.150328], [1.587441, -0.255084, 0.524593], [3.149739, 3.092559, 1.044883], [-0.499175, 0.229536, 0.307027], [-8.724155, -0.962923, -1.002407], [4.155648, -2.849498, -1.518291], [4.914562, 1.253565, -0.179740], [-6.995914, -1.265917, 0.239644], [0.258348, 2.851546, 0.090808], [-4.840583, -1.877164, 1.330389], [6.028884, -2.246447, -0.627338], [0.533776, 4.225298, -0.032438], [2.715952, 2.191506, 0.355987], [-2.609919, 5.416131, -0.364001], [-7.642232, -0.887671, -1.087164], [-2.123917, 3.360470, -0.123763], [4.649235, -3.396455, -2.323245], [3.243433, -2.370750, -1.907970], [3.072976, 0.579308, -0.833915], [-2.967595, -2.363110, 2.252666], [-2.745167, -0.437483, -1.549809], [5.260567, 2.150020, 0.337193], [-3.140461, 3.000412, -0.155360], [-1.095307, 2.413128, 0.043036], [2.240626, -2.719905, 0.234335], [-1.820742, 4.689288, -0.237524], [0.876107, 0.541896, 0.364691], [-7.314615, -1.556855, -1.879609], [1.259281, 1.853243, 0.249050], [3.187780, -3.180591, 0.555455], [-5.489885, -1.304260, 0.239596], [3.496879, 1.392144, -0.410467], [-7.361612, -2.250031, 0.546427], [3.813393, -3.802365, -0.542232], [5.303716, -1.038740, -1.721830], [-7.397600, 0.134624, -1.365281], [4.997356, -2.598061, 1.579072], [-3.462498, -1.921913, 1.400800], [5.163831, 0.012303, 0.691127], [-5.426602, -2.289123, 2.139835], [-7.317342, -0.555130, 1.008115], [4.789798, 0.223417, 1.695737]],
  "atomic_forces_ev_per_a": [[0.0, 0.1, 0.0], [0.3, 0.0, 0.0], [0.1, 0.1, 0.0], [-0.2, -0.3, 0.0], [-0.2, -0.3, -0.1], [0.0, 0.0, 0.0], [0.0, 0.0, 0.0], [0.0, 0.0, 0.1], [-0.2, -0.3, -0.1], [-0.1, 0.0, -0.1], [0.0, 0.1, 0.1], [0.5, -0.1, 0.0], [-0.1, -0.1, 0.0], [0.1, -0.1, 0.1], [0.1, 0.1, 0.0], [0.1, -0.5, 0.1], [0.2, 0.0, 0.0], [0.0, 0.2, 0.3], [-0.5, 0.3, 0.0], [-0.1, 0.0, -0.1], [0.3, 0.2, -0.2], [0.2, 0.0, 0.2], [-0.1, 0.1, -0.1], [-0.3, -0.2, 0.0], [-0.1, 0.0, -0.1], [0.0, 0.1, 0.0], [0.0, 0.3, 0.0], [0.1, -0.1, -0.4], [-0.1, 0.0, 0.0], [0.0, -0.1, 0.2], [0.0, 0.2, 0.0], [0.0, 0.1, 0.0], [0.1, 0.0, 0.0], [-0.1, 0.1, 0.1], [0.0, 0.0, 0.1], [0.0, 0.0, 0.0], [0.0, -0.1, -0.1], [-0.1, 0.0, 0.0], [0.6, 0.5, 0.0], [0.0, 0.0, 0.0], [-0.2, -0.2, 0.0], [0.1, 0.4, 0.0], [0.0, 0.0, -0.1], [-0.3, -0.4, 0.2], [0.0, 0.1, 0.4], [0.0, -0.1, 0.2], [0.1, -0.1, -0.2], [0.0, 0.1, 0.1], [0.1, -0.1, 0.0], [0.0, 0.0, 0.0], [0.0, 0.1, -0.1], [-0.1, 0.0, 0.0], [0.0, 0.0, 0.0], [-0.1, 0.2, -0.2], [-0.1, -0.1, 0.1], [0.0, -0.1, 0.0], [0.0, 0.0, 0.0]],
  "nbo_charge": [0.199, -0.221, 0.235, 0.273, -0.256, 0.207, -0.239, 0.180, -0.248, 0.212, 0.193, -0.206, -0.111, -0.466, 0.215, -0.447, 0.218, -0.614, 0.077, 0.214, -0.072, -0.235, -0.418, -0.032, -0.203, 0.173, -0.183, 0.649, 0.214, -0.606, -0.195, 0.197, 0.163, 0.409, 0.221, 0.215, 0.241, 0.224, 0.138, 0.165, -0.195, -0.224, 0.207, -0.061, -0.074, -0.007, -0.604, 0.211, -0.519, 0.202, 0.204, 0.173, -0.201, -0.223, 0.209, 0.214, 0.206],
  "homo_ev": -8.1,
  "spin_multiplicity": 1,
  "total_charge": 0,
  "smiles": "CCc1ccc(Sc2cc(C(=O)NCCN3CCOCC3)c3ccccc3n2)cc1",
  "lumo_ev": 0.046
}

***

Number 1: energy -115206.324 eV. Number 2: energy -44727.451 eV.